Entry 1:
CH6N3OP | ωB97M-V/def2-TZVPD

```
12
CH6N3OP, DFT ωB97M-V/def2-TZVPD
C -0.69619 -0.26231 -1.37541
N 0.71758 0.39105 -1.08547
N -1.10538 -0.26529 0.04128
N 0.62657 1.16209 1.59112
O 1.12389 -1.41414 1.03850
P 0.52027 -0.18544 0.47395
H -1.29270 0.42062 -2.04648
H -0.53399 -1.34660 -1.73008
H 1.49679 -0.02778 -1.59908
H -1.56584 -1.06406 0.26980
H -0.20032 1.66466 1.88331
H 0.90932 0.92720 2.53855
```

Output
E_tot: -16941.899 eV
relative energy (zero: lowest compared OMol25 entry of this formula, charge and spin): 7.1 kcal/mol
net charge: 0

---

Entry 2:
C4H3N2O7PPd | ωB97M-V/def2-TZVPD

```
18
C4H3N2O7PPd, DFT ωB97M-V/def2-TZVPD
N -1.10230 -0.89791 1.95115
P -1.72493 -0.45665 0.52916
O -2.32190 -1.71365 -0.14784
O -2.79450 0.68385 0.70668
C -0.30347 0.18866 -0.36946
C 0.85588 -0.45494 -0.51212
O 1.21249 -1.60529 -0.06916
N 2.29047 -1.56599 1.05724
O 1.96205 -0.95500 1.93008
C 1.71203 0.53078 -1.30420
O 2.90257 0.46486 -1.40048
O 0.94673 1.46964 -1.80387
C -0.25391 1.54285 -1.02752
O -0.95649 2.47214 -0.92693
H -1.54604 -0.36475 2.70640
H -2.74935 -2.24138 0.55191
H -2.36131 1.45911 1.09554
Pd 4.23199 1.44368 -2.96659
```

Output
E_tot: -34251.772 eV
net charge: +2

---

Entry 3:
C3H6NS2 | ωB97M-V/def2-TZVPD

```
12
C3H6NS2, DFT ωB97M-V/def2-TZVPD
S -2.23798 -0.22928 -0.32807
C -0.86377 0.06704 0.76390
N 0.29563 -0.91142 0.38051
C 1.17204 -0.29409 -0.57525
C 1.12526 1.03053 -0.68751
S 0.00169 1.75985 0.49367
H -2.38442 1.04026 -0.75602
H -1.17753 -0.12115 1.87430
H -0.15376 -1.72083 0.09129
H 0.83164 -1.21822 1.20911
H 1.51037 -1.06388 -1.30223
H 1.88084 1.66120 -1.16371
```

Output
E_tot: -26360.264 eV
relative energy (zero: lowest compared OMol25 entry of this formula, charge and spin): 24.7 kcal/mol
net charge: +1
SMILES string: S[C@H]1[NH2+]C=CS1

---

Entry 4:
C5H12N2O | ωB97M-V/def2-TZVPD

```
20
C5H12N2O, DFT ωB97M-V/def2-TZVPD
N 1.40267 -0.47402 -1.25349
C 1.90411 0.11450 -0.09963
C 0.61018 0.28217 0.84404
C -0.20058 -1.14937 1.03699
O -0.96281 -1.40916 -0.24094
C -1.74931 -0.34949 -0.47232
C -1.11542 1.08289 -0.66063
N -0.21117 1.35904 0.37397
H 0.62837 -1.20129 -1.00310
H 2.06638 -0.80945 -1.85380
H 2.81485 -0.37846 0.51125
H 2.30703 1.22327 -0.06211
H 1.02142 0.47070 1.83808
H 0.54467 -2.03726 1.17250
H -1.01422 -1.12200 1.79905
H -2.32857 -0.60363 -1.36061
H -2.45007 -0.08982 0.48723
H -0.82583 1.24682 -1.72951
H -1.82700 1.84523 -0.44794
H -0.61470 1.99933 1.12097
```

Output
E_tot: -10404.394 eV
relative energy (zero: lowest compared OMol25 entry of this formula, charge and spin): 92.9 kcal/mol
net charge: 0
SMILES string: NC[C@@H]1COCCN1

---

Entry 5:
C52H38N3O2PtS2 | ωB97M-V/def2-TZVPD

```
98
C52H38N3O2PtS2, DFT ωB97M-V/def2-TZVPD
Pt 0.30116 0.22390 -0.42812
C 4.60992 -0.16358 -0.57664
C 3.24162 -0.48498 -0.54421
N 2.31518 0.43946 -0.44807
C 2.67027 1.76012 -0.34344
C 4.01351 2.15369 -0.33177
C 4.99177 1.14155 -0.47642
C 4.31761 3.52373 -0.14052
C 3.31063 4.42332 0.05676
C 1.95672 4.02997 0.04326
C 1.61819 2.71814 -0.19602
N 0.33916 2.15262 -0.20545
C -0.86910 2.72210 -0.08644
C -1.17575 4.02136 -0.46468
C -2.49305 4.52930 -0.35973
C -3.51097 3.74951 0.07316
C -3.38498 2.29554 0.36888
C -4.33335 1.60492 -0.56253
C -3.91652 0.56719 -1.35096
C -2.62337 0.04474 -1.26317
N -1.68997 0.52680 -0.42594
C -1.93631 1.73410 0.34223
H 5.33742 -0.95650 -0.66980
H 2.88744 -1.50715 -0.58684
H 6.03906 1.41518 -0.49359
H 5.35223 3.83913 -0.12238
H 3.54903 5.46158 0.24298
H 1.19442 4.76333 0.25130
H -0.41711 4.63636 -0.92450
H -2.68352 5.54631 -0.67440
H -4.50997 4.16424 0.15443
H -5.35129 1.96995 -0.60400
H -4.59448 0.11360 -2.06099
H -2.32757 -0.79102 -1.88478
C -5.95348 1.40307 2.24785
C -4.53603 0.92339 2.14704
C -4.20487 -0.36751 2.19920
C -2.82042 -0.78202 2.38466
C -1.79093 0.07126 2.38176
C -1.99667 1.48510 1.91580
C -3.48838 1.95792 1.91658
S -0.19739 -0.37198 3.11419
O 0.81599 -0.86709 2.13015
C -0.79749 -1.81887 3.98403
C -1.57802 -1.49653 5.12055
C -2.23828 -2.46319 5.80656
C -2.20730 -3.80296 5.34364
C -2.95646 -4.81416 5.99402
C -2.95686 -6.09427 5.52586
C -2.20866 -6.41800 4.37402
C -1.45628 -5.46915 3.74463
C -1.41650 -4.12967 4.21933
C -0.62590 -3.11713 3.56172
C 0.40029 -3.67425 2.60944
C 1.43411 -4.46065 3.22052
C 1.66126 -4.43889 4.62134
C 2.62295 -5.22164 5.18970
C 3.41504 -6.07854 4.39444
C 3.24814 -6.09249 3.04138
C 2.27056 -5.27531 2.42272
C 2.12206 -5.26188 1.01082
C 1.20727 -4.44117 0.43443
C 0.35658 -3.65335 1.24536
S -0.68730 -2.50515 0.38914
O 0.28559 -1.86345 -0.63402
C -1.67962 -3.58917 -0.60579
C -1.46835 -3.70651 -1.96910
C -2.35372 -4.46547 -2.72006
C -3.44928 -5.09296 -2.13144
C -4.42839 -5.87115 -2.96608
C -3.63482 -4.95603 -0.75679
C -2.76398 -4.19963 0.00692
H -6.64476 0.68082 1.81516
H -6.09249 2.36178 1.74766
H -6.22545 1.54135 3.29732
H -4.97423 -1.12650 2.27512
H -2.67640 -1.81178 2.69093
H -1.33632 2.17844 2.44159
H -3.67619 2.84922 2.51916
H -1.62756 -0.46079 5.43435
H -2.80929 -2.22463 6.69477
H -3.53766 -4.54418 6.86692
H -3.53658 -6.85859 6.02533
H -2.23284 -7.42768 3.98615
H -0.89227 -5.73901 2.86196
H 1.07834 -3.77820 5.24946
H 2.78158 -5.18348 6.25909
H 4.15927 -6.71033 4.86016
H 3.86300 -6.72608 2.41442
H 2.75547 -5.89750 0.40510
H 1.11894 -4.37645 -0.64232
H -0.63031 -3.20346 -2.43347
H -2.19327 -4.56798 -3.78634
H -3.93663 -6.33108 -3.82208
H -5.20836 -5.21077 -3.35002
H -4.91353 -6.65303 -2.38403
H -4.47488 -5.44537 -0.27971
H -2.92445 -4.09466 1.07541
```

Output
E_tot: -88015.311 eV
spin multiplicity: 3
relative energy (zero: lowest compared OMol25 entry of this formula, charge and spin): 54.6 kcal/mol
net charge: +1

---

Entry 6:
C64H112N4O10S | ωB97M-V/def2-TZVPD

```
191
C64H112N4O10S, DFT ωB97M-V/def2-TZVPD
C 2.35000 4.67369 2.10974
C 3.50631 4.57405 2.86243
C 4.63541 5.32708 2.57884
C 4.52182 6.22395 1.47127
C 3.36037 6.25948 0.62409
C 2.27878 5.47907 0.96200
N 5.69922 7.24028 1.17882
O 5.76971 7.80605 0.12068
O 6.39694 7.51660 2.17187
H 1.53177 4.01207 2.35296
H 3.54390 3.88571 3.69379
H 5.53352 5.35687 3.17794
H 3.18864 6.95318 -0.18565
H 1.37921 5.53326 0.36683
C -0.18731 -6.29681 -2.25208
C -1.03658 -7.07184 -1.47020
C -2.23749 -6.57441 -0.96701
C -2.52304 -5.19980 -1.16309
C -1.71294 -4.39904 -1.99384
C -0.51707 -4.96214 -2.53355
N -3.64128 -4.62905 -0.39763
O -4.05071 -5.31873 0.55166
O -4.02303 -3.49033 -0.73325
H 0.70898 -6.71628 -2.68465
H -0.70033 -8.06634 -1.21661
H -2.83625 -7.15556 -0.28135
H -1.84597 -3.32802 -2.03392
H 0.10430 -4.31090 -3.13036
C -8.73524 4.90363 2.24991
C -7.31337 4.90359 2.41656
C -6.43309 4.18226 1.67904
C -6.99560 3.47954 0.58250
C -8.41689 3.32735 0.46223
C -9.27089 4.07899 1.28265
N -6.15707 2.66883 -0.27821
O -6.68983 1.89431 -1.10589
O -4.91488 2.71223 -0.15016
H -9.34043 5.53965 2.87889
H -7.11653 5.53370 3.27132
H -5.40188 4.43006 1.88300
H -8.88036 2.76716 -0.33639
H -10.33845 3.93740 1.20102
C -1.05996 -2.43185 -5.98130
C -0.09575 -2.81450 -6.93037
C 1.23574 -2.58319 -6.66826
C 1.63540 -1.95553 -5.47880
C 0.68996 -1.60261 -4.56734
C -0.65687 -1.87199 -4.79875
N 3.06648 -1.79489 -5.24746
O 3.86951 -2.37632 -5.95546
O 3.41218 -0.95974 -4.45516
H -2.11543 -2.60633 -6.12951
H -0.41473 -3.24355 -7.86876
H 2.00758 -2.88339 -7.36147
H 0.92905 -1.09315 -3.64556
H -1.42551 -1.76047 -4.04830
C 3.07541 -3.18684 -1.36341
C 2.23008 -1.96853 -0.90502
C 2.95579 -0.89984 -0.05635
C 4.38541 -0.43153 -0.55527
C 5.18481 0.44084 0.43977
C 4.51100 1.84753 0.59111
H 2.53734 -4.08075 -1.67882
H 3.62168 -3.59827 -0.51464
H 3.77293 -3.05599 -2.19072
H 1.64778 -1.51479 -1.70698
H 1.45621 -2.34293 -0.23490
H 3.08775 -1.32349 0.93925
H 2.24264 -0.07958 0.02543
H 5.05067 -1.22360 -0.89898
H 4.13329 0.10561 -1.46961
H 5.21847 -0.03103 1.42176
H 6.24388 0.55323 0.20773
H 5.08151 2.44793 1.29972
H 4.52938 2.37642 -0.36180
H 3.52090 1.76107 1.03869
C 0.89073 2.02266 -3.76992
C 2.40812 2.18736 -3.67157
C 2.98159 3.40004 -2.95064
C 4.51095 3.61662 -3.19796
C 5.05781 4.98918 -2.74967
C 6.54235 5.15827 -3.19624
H 0.45715 1.62142 -2.85389
H 0.78340 1.29870 -4.57768
H 0.46209 2.92526 -4.20545
H 2.80691 1.28842 -3.20149
H 2.77572 2.20128 -4.69763
H 2.73512 3.27763 -1.89595
H 2.46880 4.29589 -3.30078
H 5.10847 2.77781 -2.84092
H 4.62311 3.71783 -4.27744
H 4.40648 5.75198 -3.17630
H 4.99401 5.20958 -1.68409
H 6.69744 6.19945 -2.91342
H 7.23630 4.46180 -2.72564
H 6.61511 5.08218 -4.28115
C 2.14435 -8.12393 0.37523
C 3.09639 -7.04806 0.88314
C 2.71928 -6.44421 2.22732
C 1.33368 -5.91962 2.42644
C 0.98460 -4.84835 1.47342
C -0.30286 -4.14016 1.85437
H 2.37647 -8.55232 -0.59981
H 1.16381 -7.67550 0.21538
H 2.03807 -8.91334 1.11929
H 4.05881 -7.54199 0.74938
H 3.17258 -6.19143 0.21345
H 3.42412 -5.65398 2.48585
H 2.81909 -7.26193 2.94109
H 0.67046 -6.78272 2.36908
H 1.29631 -5.49800 3.43090
H 1.70097 -4.02689 1.48361
H 1.02622 -5.29113 0.47828
H -1.07370 -4.83168 2.19452
H -0.19767 -3.33632 2.58299
H -0.76742 -3.63468 1.00774
C -5.40075 2.99899 -4.72313
C -5.09074 2.14381 -5.87997
C -3.60883 1.83184 -5.95051
C -3.24437 0.93138 -7.10815
C -1.76209 1.00370 -7.47155
C -1.46789 0.40351 -8.86607
H -5.10246 2.49490 -3.80388
H -6.45234 3.20887 -4.52767
H -4.88125 3.95545 -4.66482
H -5.71486 1.25485 -5.78873
H -5.42520 2.60678 -6.80835
H -3.29793 1.40904 -4.99517
H -3.07125 2.77978 -5.92755
H -3.66935 -0.06286 -6.97035
H -3.83855 1.24698 -7.96573
H -1.39217 2.02896 -7.48150
H -1.18980 0.51232 -6.68470
H -1.72908 -0.64592 -9.00236
H -2.14787 0.92539 -9.53939
H -0.45171 0.56789 -9.22450
C 3.01489 -5.40115 6.72817
C 2.65739 -3.93879 6.86187
C 1.97297 -3.37687 5.63688
C 1.84129 -1.83136 5.74015
C 1.18623 -1.15013 4.52927
C 1.21536 0.48680 4.59679
H 3.58841 -5.64568 5.83410
H 2.16142 -6.07281 6.82077
H 3.74436 -5.62856 7.50551
H 2.02347 -3.76684 7.73175
H 3.58105 -3.37030 6.97034
H 1.02474 -3.87909 5.44523
H 2.50036 -3.61812 4.71397
H 1.28843 -1.59779 6.65004
H 2.83818 -1.39068 5.75090
H 1.65430 -1.54415 3.62719
H 0.14919 -1.47764 4.45574
H 0.75236 0.80291 5.53156
H 2.24805 0.83418 4.56566
H 0.71976 0.88393 3.71091
C -4.65388 1.26334 3.18663
C -4.08837 2.33263 4.17483
C -3.57642 1.78977 5.56842
C -3.11107 2.86677 6.54382
C -2.49688 2.35592 7.82578
C -2.27104 3.42929 8.89754
H -3.82074 0.80323 2.65533
H -5.30046 1.65949 2.40362
H -5.20379 0.47244 3.69670
H -3.21758 2.81669 3.73265
H -4.79387 3.15094 4.31885
H -2.81321 1.07041 5.27157
H -4.38287 1.24944 6.06419
H -2.40906 3.47496 5.97340
H -3.97504 3.46982 6.82306
H -3.05332 1.51482 8.23932
H -1.51955 1.95370 7.55902
H -2.00903 4.35461 8.38448
H -3.19207 3.65961 9.43304
H -1.56408 3.08285 9.65139
C -0.68189 1.49764 0.90312
C -1.27715 0.14259 1.32456
C -2.38475 -0.20766 0.27732
S -1.46777 0.07444 -1.33806
O -2.36607 0.63512 -2.30079
O -0.80665 -1.19774 -1.66860
C -0.36805 1.39276 -0.57965
H 0.14808 1.76207 1.55835
H -1.41706 2.28038 1.09005
H -1.81215 0.42397 2.23159
H -0.56092 -0.66127 1.49463
H -3.12572 0.59137 0.30233
H -2.65961 -1.26207 0.24950
H -0.66156 2.37315 -0.95488
H 0.66700 1.20568 -0.86560
```

Output
E_tot: -105443.576 eV
spin multiplicity: 2
net charge: -1